[1]
{
  "formula": "C28H50FNO12S6",
  "method": "ωB97M-V/def2-TZVPD",
  "species": ["S", "S", "S", "S", "S", "S", "F", "O", "O", "O", "O", "O", "O", "O", "O", "O", "O", "O", "O", "N", "C", "C", "C", "C", "C", "C", "C", "C", "C", "C", "C", "C", "C", "C", "C", "C", "C", "C", "C", "C", "C", "C", "C", "C", "C", "C", "C", "C", "H", "H", "H", "H", "H", "H", "H", "H", "H", "H", "H", "H", "H", "H", "H", "H", "H", "H", "H", "H", "H", "H", "H", "H", "H", "H", "H", "H", "H", "H", "H", "H", "H", "H", "H", "H", "H", "H", "H", "H", "H", "H", "H", "H", "H", "H", "H", "H", "H", "H"],
  "positions_angstrom": [[-5.72699, 2.31108, -3.83325], [-2.55608, 3.02850, 1.28745], [7.57956, -1.00185, -6.94775], [2.92809, -1.16289, -1.69540], [-0.03751, -3.29903, 4.83553], [-2.12449, -2.38044, 1.45847], [-3.90954, 2.12626, 0.92429], [-6.68696, 3.04789, -3.04671], [-0.87386, -2.75897, 2.07282], [7.42842, 0.09912, -7.86788], [-5.07305, 2.88656, -4.98231], [-1.52606, 2.51984, 0.39296], [3.64425, 0.07808, -1.51016], [3.04700, -1.94499, -2.90537], [8.80574, -1.75656, -6.84872], [-2.12188, 2.74584, 2.64875], [-2.29398, -2.30680, 0.02026], [-0.28510, -4.70916, 4.65066], [-0.24729, -2.34009, 3.77815], [-2.90812, 4.65718, 1.02858], [-6.45174, 0.73741, -4.29155], [3.24962, -2.21792, -0.29101], [-0.04485, 6.13960, -0.24215], [-2.66686, -0.83810, 2.16822], [0.87583, -1.71296, -0.09210], [2.16783, -1.84465, 0.71572], [7.10726, -0.44731, -5.31740], [-5.04853, 0.29205, -2.30955], [2.30658, 4.96476, -0.09016], [2.74632, 3.21493, 1.93598], [5.60741, -0.70892, -5.24926], [1.19595, -0.88252, -1.33863], [1.61087, -3.09130, 5.50964], [-3.44216, -3.38733, 2.13656], [1.42891, -2.51484, 6.91692], [1.86215, 4.25977, 1.12889], [-0.45060, 5.41784, 0.99972], [6.20669, -2.13039, -7.17655], [-4.15679, -1.04056, 2.41735], [0.49057, 4.50384, 1.67849], [0.06903, -2.99040, 7.43610], [-4.48759, 1.64366, -2.73493], [-1.89707, 5.56929, 1.63798], [-5.62459, -0.33774, -3.58084], [5.39717, -2.08876, -5.87689], [-4.29294, -2.45061, 2.99984], [-0.91459, -2.75644, 6.29593], [1.32728, 5.90215, -0.74662], [6.59141, -3.12906, -7.38008], [0.53038, -2.70601, -0.38978], [0.08335, -1.25404, 0.49143], [-7.48850, 0.73277, -3.95377], [4.34145, -2.29014, -6.06404], [2.08989, -4.07075, 5.53780], [-5.33386, -2.77778, 3.02768], [-1.84022, -3.32061, 6.40447], [2.40886, -0.88604, 1.18619], [5.76123, -2.85948, -5.19141], [2.07736, -2.59404, 1.50347], [-6.41383, 0.62511, -5.37440], [-0.75272, 6.82076, -0.77823], [-6.23124, -1.21681, -3.35688], [3.78769, 3.12710, 1.51762], [-2.45328, -0.01943, 1.48260], [-4.70669, -0.97677, 1.47330], [1.05798, 0.18395, -1.15517], [2.70583, 3.46333, 3.03023], [-4.27894, -0.33703, -1.85835], [0.11790, -4.05678, 7.67540], [-4.32687, 2.32352, -1.89969], [5.61928, -1.77857, -8.02518], [1.63782, 6.44201, -1.68902], [-3.87237, 4.90223, 1.27617], [2.24589, 2.20816, 1.76030], [-0.22972, -2.45524, 8.33885], [2.24249, -2.82224, 7.57603], [-2.12720, -0.69419, 3.10638], [-5.84589, 0.43243, -1.57307], [-3.91969, -2.45696, 4.02854], [7.36657, 0.60301, -5.19318], [1.43905, -1.42185, 6.87131], [0.59653, -1.19252, -2.19381], [0.15809, 3.98036, 2.62208], [-2.22497, 6.62238, 1.36115], [2.17943, -2.41840, 4.86882], [-3.56529, 1.52412, -3.30594], [-1.13325, -1.69362, 6.17694], [-4.55644, -0.28231, 3.09258], [4.25959, -2.04591, 0.07900], [-1.82661, 5.49119, 2.76388], [-4.01598, -3.79693, 1.30467], [5.06879, 0.04637, -5.82929], [3.14054, -3.25290, -0.61997], [-4.80569, -0.66132, -4.22975], [7.64608, -1.05644, -4.58947], [3.33327, 4.82018, -0.50823], [5.24021, -0.67142, -4.22286], [-3.01105, -4.19743, 2.72465]],
  "forces_ev_per_a": [[0.29, -0.10, -0.06], [3.82, -2.51, 0.43], [0.02, -0.10, 0.28], [-0.31, -0.25, 0.15], [0.18, 0.75, 0.17], [0.33, -0.37, -0.13], [1.31, 2.22, 0.64], [0.06, 0.12, -0.18], [-2.41, -1.19, -5.68], [0.23, -0.11, -0.05], [-0.26, 0.23, 0.12], [-2.44, 1.31, -0.19], [0.14, -0.10, -0.29], [0.31, 0.33, -0.11], [0.04, 0.22, -0.28], [-2.28, 0.83, -0.73], [-0.10, 0.07, 0.02], [-0.11, 0.13, -0.24], [1.99, 0.69, 5.50], [-0.62, -1.34, -0.01], [-0.20, -0.51, -0.13], [0.08, -0.17, 0.42], [2.04, -2.12, 1.53], [-0.25, 0.39, 0.14], [0.10, -0.04, -0.07], [-0.06, 0.10, 0.08], [-0.24, 0.15, 0.33], [-0.04, -0.09, 0.10], [-3.24, 0.61, 1.24], [-1.03, 0.11, -1.25], [-0.12, 0.04, 0.03], [-0.45, 0.06, 0.13], [0.49, -0.07, 0.27], [-0.44, -0.24, 0.30], [0.03, 0.12, 0.10], [-1.05, 1.00, -0.24], [1.53, -0.74, -0.27], [-0.42, -0.35, -0.03], [-0.10, -0.01, -0.04], [0.73, 1.43, -2.25], [0.05, -0.07, 0.09], [0.21, -0.24, 0.32], [1.71, 1.37, -0.38], [0.09, -0.13, 0.00], [-0.08, -0.07, 0.12], [-0.09, 0.02, 0.10], [-0.18, -0.04, 0.45], [-0.52, -0.89, 1.29], [0.12, 0.16, -0.11], [-0.03, 0.09, 0.07], [0.16, 0.00, -0.14], [0.07, 0.14, -0.01], [0.08, 0.00, 0.04], [-0.10, 0.02, -0.07], [0.07, 0.00, 0.02], [0.04, -0.01, -0.15], [0.04, -0.06, -0.01], [-0.03, 0.06, -0.03], [-0.05, 0.05, -0.05], [-0.06, 0.21, 0.06], [0.82, -0.74, 0.60], [0.04, 0.06, -0.04], [-1.02, 0.31, 0.65], [0.16, -0.14, -0.03], [0.04, 0.04, 0.04], [0.14, -0.03, -0.07], [0.29, -0.29, -1.09], [-0.03, 0.05, 0.00], [-0.06, 0.06, -0.02], [-0.04, 0.10, -0.15], [0.15, 0.07, 0.02], [-0.34, -0.72, 1.26], [0.38, -0.29, -0.05], [0.66, 1.11, 0.42], [0.01, -0.05, -0.04], [-0.04, 0.03, -0.06], [0.07, -0.06, -0.09], [0.06, 0.03, -0.01], [0.00, 0.01, -0.06], [0.12, -0.07, -0.14], [-0.01, -0.07, 0.00], [0.17, 0.09, -0.05], [0.48, 0.61, -1.25], [0.05, -1.39, 0.43], [-0.13, -0.14, -0.12], [-0.07, 0.08, -0.01], [0.02, -0.06, -0.08], [0.03, -0.02, -0.06], [0.02, 0.04, -0.20], [-0.19, -0.12, -1.26], [0.14, 0.06, -0.03], [0.06, 0.00, 0.05], [0.02, 0.08, -0.06], [-0.04, 0.03, 0.05], [0.03, 0.02, -0.10], [-1.16, 0.14, 0.44], [-0.02, 0.00, -0.08], [0.14, 0.03, -0.19]],
  "lowdin_charge": [0.663, 0.686, 0.661, 0.663, 0.689, 0.690, -0.200, -0.325, -0.373, -0.325, -0.325, -0.274, -0.332, -0.338, -0.332, -0.292, -0.327, -0.308, -0.364, -0.127, -0.225, -0.230, -0.033, -0.219, -0.227, -0.211, -0.233, -0.224, -0.024, -0.066, -0.220, -0.205, -0.218, -0.206, -0.216, -0.216, -0.195, -0.226, -0.217, -0.015, -0.223, -0.230, -0.188, -0.216, -0.217, -0.209, -0.233, -0.065, 0.102, 0.120, 0.082, 0.104, 0.116, 0.106, 0.115, 0.106, 0.117, 0.119, 0.114, 0.103, 0.103, 0.114, 0.077, 0.082, 0.116, 0.106, 0.077, 0.114, 0.121, 0.093, 0.104, 0.096, 0.119, 0.080, 0.116, 0.115, 0.106, 0.119, 0.112, 0.108, 0.118, 0.107, 0.112, 0.135, 0.102, 0.113, 0.108, 0.118, 0.107, 0.126, 0.105, 0.123, 0.110, 0.119, 0.108, 0.102, 0.099, 0.105],
  "e_lumo_ev": -0.14,
  "smiles": "Cc1cccc(CNS(=O)(=O)F)c1.O=S1(=O)CCCC1.O=S1(=O)CCCC1.O=S1(=O)CCCC1.O=S1(=O)CCCC1.O=S1(=O)CCCC1",
  "homo_lumo_gap_ev": 8.89,
  "fmax_ev_per_a": 6.3
}

[2]
{
  "formula": "C28H50LaP2Si",
  "method": "ωB97M-V/def2-TZVPD",
  "species": ["La", "P", "P", "Si", "C", "C", "C", "C", "C", "C", "C", "C", "C", "C", "C", "C", "C", "C", "C", "C", "C", "C", "C", "C", "C", "C", "C", "C", "C", "C", "C", "C", "H", "H", "H", "H", "H", "H", "H", "H", "H", "H", "H", "H", "H", "H", "H", "H", "H", "H", "H", "H", "H", "H", "H", "H", "H", "H", "H", "H", "H", "H", "H", "H", "H", "H", "H", "H", "H", "H", "H", "H", "H", "H", "H", "H", "H", "H", "H", "H", "H", "H"],
  "positions_angstrom": [[0.03916, -0.28229, 1.68092], [-1.08202, -0.55843, -0.93740], [1.81767, 0.03817, -0.56685], [-1.13401, 3.58488, 4.45124], [0.65537, -3.18776, 2.21145], [-0.16028, 2.06716, 1.91729], [-1.33239, -1.83498, -2.18397], [3.04679, -2.31403, 2.63797], [-0.59162, 1.52471, -6.06759], [-1.52108, 0.64734, -5.27669], [0.58415, -1.12157, -6.62680], [-0.58635, 2.58846, 2.97099], [-0.51630, -1.90320, 3.73442], [0.88293, -1.60048, 3.87334], [-0.79848, -1.62968, -6.16092], [-0.38857, 3.02032, 6.08766], [0.77214, 1.78566, -5.39324], [-0.54071, 5.31529, 4.09840], [-1.59381, -0.67918, -5.31348], [1.54711, 0.57089, -4.97502], [0.32862, 0.44289, -1.62737], [2.76604, 1.57360, -0.34770], [1.59594, -2.39002, 2.92115], [-0.64902, -2.87278, 2.68929], [-2.58255, 0.47038, -0.99220], [1.44334, -0.46434, 4.64818], [-1.91868, -3.34931, 2.09313], [2.81402, -0.96290, -1.69664], [0.97597, -4.08018, 1.07512], [-1.61589, -1.08302, 4.30270], [-3.00286, 3.60302, 4.56928], [1.49306, -0.65451, -5.52560], [-2.52552, 1.25273, -0.21891], [-1.52543, -0.00818, 4.05307], [-0.68867, 1.99977, 6.36068], [-2.67933, -2.56187, 2.08222], [0.44393, -0.35732, -7.39995], [2.92689, -0.46654, -2.67380], [3.70257, 1.28698, 0.15694], [-1.77711, -3.65848, 1.05465], [1.36546, 2.40525, -6.09076], [-1.64009, -1.14234, 5.40223], [-0.42800, 1.13425, -7.07879], [-1.43707, -1.38380, -3.18025], [2.24380, -1.40115, -5.23609], [2.33564, 0.78392, -4.24433], [1.46738, -0.67419, 5.72783], [-0.68059, 3.67176, 6.92479], [0.53403, 0.14431, -2.66767], [-3.42142, -0.19594, -0.73571], [-2.72441, 0.92022, -1.98279], [0.86977, 0.46579, 4.51166], [0.70857, 3.03821, 6.04204], [3.41684, -1.28819, 2.72932], [-3.37882, 4.25486, 5.36879], [3.27048, -2.63576, 1.61872], [3.65028, -2.93550, 3.31183], [0.09892, 1.51604, -1.54684], [-0.66969, -2.57082, -5.59955], [-2.41571, -1.17613, -4.77384], [-1.08271, 2.50157, -6.20036], [3.78715, -1.11086, -1.20212], [0.13231, -4.17928, 0.38531], [2.20705, 2.24473, 0.32078], [-2.24347, -2.38609, -1.90295], [-3.40849, 2.59773, 4.73621], [-3.41098, 3.97127, 3.61933], [2.97195, 2.05578, -1.31178], [-2.27365, 1.21371, -4.70339], [1.08026, -1.96640, -7.13156], [2.34263, -1.95205, -1.81614], [0.54995, 5.31375, 3.99936], [-2.35026, -4.20665, 2.62527], [-0.49010, -2.54547, -2.17435], [-0.82656, 6.03842, 4.87038], [2.46564, -0.22636, 4.33172], [0.62078, 2.41421, -4.49983], [-1.37222, -1.90614, -7.06432], [1.81978, -3.69543, 0.48972], [-2.59448, -1.39420, 3.91862], [-0.96477, 5.63393, 3.13978], [1.24981, -5.09819, 1.38379]],
  "forces_ev_per_a": [[0.22, -2.25, 2.53], [-0.11, 0.02, -0.81], [0.15, 0.25, -0.81], [-0.19, 0.64, 0.68], [-0.41, 1.01, 0.30], [-0.74, 2.06, 1.31], [-0.12, -0.49, -0.02], [0.75, -0.06, 0.02], [0.13, 0.45, -0.20], [-0.46, 0.36, 0.02], [-0.09, -0.42, -0.51], [0.55, -0.82, -1.14], [1.00, -0.15, -0.89], [-0.65, -0.50, -0.94], [0.39, -0.16, -0.03], [0.22, -0.40, -0.11], [-0.39, 0.30, 0.10], [0.12, 0.00, -0.25], [-0.78, -0.23, -0.32], [0.48, -0.53, -0.69], [0.02, 0.08, 0.39], [0.06, 0.07, 0.00], [-1.04, 0.35, -0.06], [0.93, 0.60, 0.15], [-0.09, 0.06, -0.02], [0.31, 0.35, 0.56], [-0.62, -0.39, -0.12], [0.28, -0.38, 0.13], [0.23, -0.59, -0.54], [-0.55, 0.08, 0.53], [-0.13, -0.27, -0.29], [0.43, 0.47, 0.31], [0.00, -0.14, -0.32], [0.04, -0.02, 0.16], [0.04, 0.15, -0.06], [-0.07, -0.08, 0.05], [0.22, -0.34, 0.26], [0.06, -0.28, 0.42], [-0.20, 0.22, -0.24], [-0.01, -0.04, 0.07], [-0.01, -0.27, 0.32], [-0.12, 0.14, -0.32], [-0.21, 0.24, 0.39], [0.07, -0.23, 0.47], [-0.32, 0.31, 0.27], [-0.21, -0.18, -0.19], [0.03, 0.18, -0.23], [-0.06, -0.05, -0.38], [-0.18, 0.30, 0.20], [0.15, 0.29, -0.20], [-0.12, -0.08, 0.25], [-0.06, -0.10, 0.16], [-0.17, -0.02, -0.01], [0.09, -0.07, 0.07], [0.25, -0.13, -0.13], [0.01, -0.05, 0.05], [-0.09, 0.10, -0.08], [0.07, -0.27, -0.14], [0.01, 0.23, -0.13], [0.30, 0.39, -0.22], [0.16, -0.28, 0.02], [-0.20, -0.02, -0.38], [0.05, -0.03, 0.08], [0.16, -0.11, -0.29], [0.26, 0.08, -0.24], [0.01, 0.14, 0.00], [-0.01, -0.06, 0.16], [0.06, -0.02, 0.29], [0.36, -0.47, -0.01], [-0.15, 0.28, 0.12], [0.19, 0.35, -0.09], [-0.11, 0.11, 0.01], [0.03, 0.15, -0.06], [-0.27, 0.26, -0.03], [0.02, -0.18, -0.09], [-0.10, -0.13, 0.16], [-0.03, -0.09, -0.22], [0.05, 0.11, 0.37], [-0.08, -0.08, 0.08], [0.16, -0.04, 0.22], [0.09, 0.10, 0.12], [-0.06, 0.17, 0.00]],
  "lowdin_charge": [1.665, 0.686, 0.693, 0.413, -0.282, -0.363, -0.257, -0.049, -0.192, -0.105, -0.195, -0.274, -0.360, -0.355, -0.174, -0.188, -0.182, -0.193, -0.152, -0.142, -0.499, -0.267, -0.308, -0.315, -0.259, -0.049, -0.053, -0.258, -0.044, -0.057, -0.189, -0.093, 0.040, 0.048, 0.022, 0.069, 0.100, 0.032, 0.055, 0.064, 0.126, 0.104, 0.100, 0.004, 0.106, 0.083, 0.103, 0.042, 0.030, 0.056, 0.049, 0.051, 0.032, 0.069, 0.041, 0.065, 0.098, 0.068, 0.112, 0.101, 0.117, 0.056, 0.065, 0.024, 0.061, 0.026, 0.034, 0.057, 0.106, 0.116, 0.049, 0.035, 0.097, 0.054, 0.041, 0.080, 0.107, 0.126, 0.064, 0.081, 0.035, 0.097],
  "e_lumo_ev": -2.92,
  "homo_lumo_gap_ev": 7.41,
  "total_charge": 1,
  "fmax_ev_per_a": 3.4,
  "relative_energy_kj_mol": 0.0
}

- Which formula does entry 1 have?
  C28H50FNO12S6